The following is a DFT calculation (wB97M-V/def2-TZVPD) of a structure of composition C22H27HgN3O2Sb.

- <S²> = 0.833
- LUMO energy (alpha / beta) (eV) = -0.71 / -1.92
- total charge = 0
- spin multiplicity = 2
- highest occupied orbital energy (alpha / beta) (eV) = -7.29 / -7.30

Last column: Mulliken spin population.
Element x y z (Å)
Hg1 1.41 -1.24 0.10  0.002
C1 -7.88 0.13 4.19  0.002
O1 -7.14 0.89 3.27  0.013
C2 -6.11 1.64 3.74  0.054
C3 -5.38 2.34 2.78  -0.034
C4 -4.30 3.10 3.15  0.044
C5 -3.93 3.18 4.50  -0.002
C6 -4.70 2.54 5.45  0.057
C7 -5.77 1.75 5.08  -0.018
N1 -2.85 3.98 4.97  0.224
N2 -1.86 4.21 4.25  0.009
C8 -1.35 3.46 3.25  0.298
C9 -0.73 4.18 2.19  -0.076
C10 -0.38 3.57 1.03  0.202
C11 -0.54 2.12 0.84  0.014
O2 -0.31 1.59 -0.23  0.149
C12 -0.99 1.34 2.04  0.045
N3 -0.98 0.02 1.92  -0.021
C13 -1.33 -0.71 2.97  0.037
C14 -1.64 -0.15 4.21  -0.032
C15 -1.64 1.22 4.34  0.052
C16 -1.35 2.01 3.22  -0.022
H1 -8.60 -0.44 3.61  0.000
H2 -8.42 0.77 4.90  -0.001
H3 -7.24 -0.56 4.75  0.000
H4 -5.69 2.28 1.74  -0.002
H5 -3.74 3.64 2.40  0.003
H6 -4.42 2.64 6.50  0.000
H7 -6.34 1.24 5.85  -0.001
H8 -0.63 5.25 2.30  -0.007
H9 0.02 4.12 0.19  0.001
H10 -1.33 -1.78 2.83  0.001
H11 -1.86 -0.79 5.06  -0.001
H12 -1.83 1.68 5.30  0.010
C17 -4.03 -1.60 -3.95  0.000
C18 -3.53 -1.89 -2.53  0.000
Sb1 -1.59 -1.08 -1.93  0.000
C19 -1.50 0.56 -3.34  0.000
C20 -1.01 0.25 -4.76  0.000
C21 -0.33 -2.52 -2.98  0.000
C22 -0.93 -3.31 -4.14  0.000
H13 -5.04 -1.99 -4.10  0.000
H14 -3.39 -2.05 -4.70  0.000
H15 -4.07 -0.52 -4.14  0.000
H16 -3.47 -2.96 -2.36  0.000
H17 -4.23 -1.49 -1.80  0.000
H18 -0.84 1.28 -2.86  0.000
H19 -2.50 1.00 -3.37  0.000
H20 -0.02 -0.21 -4.75  0.000
H21 -0.94 1.16 -5.35  0.000
H22 -1.69 -0.43 -5.28  0.000
H23 0.01 -3.20 -2.20  0.000
H24 0.54 -1.96 -3.31  0.000
H25 -1.84 -3.84 -3.83  0.000
H26 -0.23 -4.06 -4.50  0.000
H27 -1.19 -2.67 -4.98  0.000

---

The following is a DFT calculation (wB97M-V/def2-TZVPD) of a structure of composition C22H27N2O2S2.

- LUMO energy (eV) = 2.21
- total charge = -1
- spin multiplicity = 1
- highest occupied orbital energy (eV) = -3.46

Last column: Mulliken charge in e.
Element x y z (Å)
C1 -3.96 -3.02 3.02  -0.523
C2 -2.50 -2.91 3.44  -0.615
N1 -1.88 -1.84 2.65  0.257
C3 -0.52 -1.93 2.41  0.234
S1 0.36 -3.33 2.67  -0.466
S2 0.42 -0.65 1.82  -0.378
C4 -2.54 -0.53 2.76  -0.410
C5 -4.01 -0.73 2.34  -0.576
O1 -4.64 -1.76 3.12  -0.386
H1 -4.02 -3.41 1.99  0.284
H2 -4.51 -3.68 3.71  0.310
H3 -2.42 -2.69 4.52  0.262
H4 -1.97 -3.84 3.22  0.353
H5 -2.50 -0.16 3.81  0.239
H6 -2.03 0.20 2.11  0.262
H7 -4.60 0.18 2.54  0.326
H8 -4.04 -0.99 1.26  0.287
C6 4.78 4.97 -0.05  -1.004
N2 4.13 4.24 -1.12  0.259
C7 3.86 5.03 -2.31  -1.019
C8 3.52 3.00 -0.90  -0.044
C9 2.17 2.93 -0.51  -0.484
C10 1.56 1.69 -0.37  -0.546
C11 2.25 0.49 -0.55  0.755
C12 1.56 -0.77 -0.26  -0.962
C13 0.40 -1.17 -1.02  0.889
C14 -0.11 -2.48 -0.80  -0.936
C15 -1.36 -2.87 -1.20  0.544
C16 -1.84 -4.26 -0.96  -1.514
C17 -2.23 -1.88 -1.85  0.613
O2 -3.43 -2.14 -2.08  -0.878
C18 -1.65 -0.57 -2.20  0.161
C19 -2.47 0.41 -2.97  -1.658
C20 -0.37 -0.28 -1.81  -0.449
C21 3.62 0.57 -0.90  -0.688
C22 4.24 1.79 -1.08  -0.376
H9 4.88 4.33 0.84  0.296
H10 5.78 5.28 -0.38  0.317
H11 4.20 5.87 0.22  0.303
H12 3.32 4.44 -3.06  0.289
H13 3.27 5.92 -2.06  0.321
H14 4.81 5.36 -2.75  0.322
H15 1.61 3.85 -0.36  0.367
H16 0.51 1.66 -0.07  0.458
H17 2.22 -1.58 0.08  0.522
H18 0.49 -3.18 -0.21  0.452
H19 -2.84 -4.39 -1.38  0.321
H20 -1.15 -4.98 -1.43  0.364
H21 -1.86 -4.48 0.11  0.212
H22 -3.42 -0.04 -3.28  0.329
H23 -2.68 1.30 -2.36  0.285
H24 -1.92 0.75 -3.86  0.357
H25 0.04 0.71 -2.05  0.567
H26 4.20 -0.34 -1.03  0.412
H27 5.29 1.87 -1.39  0.379

---

no.,largest force on an atom (hartree/bohr)
1,0.0048
2,0.0612